No. 1
Computed, not measured: a cluster of 3 separate species, CH5O4 in total, with wB97M-V/def2-TZVPD.

Structure (XYZ):
```
10
Properties=species:S:1:pos:R:3:forces:R:3
O -0.61930 2.01452 -0.26581 0.3 -0.2 0.3
C -0.63497 1.22847 0.71422 0.3 0.9 -1.1
O 0.29841 0.85263 1.44100 0.4 -0.3 0.2
H -1.62609 0.82942 0.91156 -1.0 -0.6 0.5
H -2.52665 -2.92725 -1.40041 0.0 -0.1 -0.2
H -1.23749 -2.57889 -0.73993 0.2 -0.2 -0.2
O -1.60753 -3.21629 -1.36881 -0.2 0.4 0.4
H 3.26420 0.79899 0.45005 -0.4 0.0 0.1
H 1.86755 1.40228 0.11375 0.0 0.0 0.5
O 2.82187 1.59613 0.14437 0.5 0.1 -0.5
```
Forces are in eV/Å.

For the LUMO energy, the calculation gives 3.57 eV. For the total energy, the calculation gives -342.1248 hartree. The net charge is -1. For the energy above the lowest of the compared OMol25 structures with the same formula, charge and spin, the calculation gives 78.5 kJ/mol.

Atom charges from the Löwdin analysis, given in e for atoms 1 to 4:
1. O -0.1428
2. C -0.6909
3. O -0.1303
4. H 0.0662

---

No. 2
Computed, not measured: the molecule C5H10N2S, with wB97M-V/def2-TZVPD.

Structure (XYZ):
```
18
Properties=species:S:1:pos:R:3:forces:R:3
C -0.99969 -1.88209 1.29594 1.8 -0.5 -1.4
C -1.05847 -0.75462 0.25232 -1.3 -1.4 -0.3
C -2.09954 0.31075 0.61324 0.1 1.4 0.7
C 0.22990 -0.05323 0.08883 0.7 0.5 -0.7
C 0.35019 0.69703 -1.25038 -0.7 -0.7 1.2
H -1.89860 -2.43174 1.34100 -1.4 -0.2 0.2
H -0.28771 -2.64748 0.89170 -0.2 0.6 0.5
H -0.64951 -1.59593 2.27373 0.0 0.3 0.3
H -1.39749 -1.24871 -0.72993 0.8 1.0 1.3
H -2.35477 0.98869 -0.22876 0.4 -0.5 0.5
H -3.03104 -0.16941 0.91424 0.1 0.0 0.3
H -1.66371 0.94966 1.45948 -0.9 -0.9 -0.9
H 1.69185 1.89368 -2.26489 -0.4 -1.9 1.7
H 2.18765 1.26509 -0.73173 0.3 -0.2 0.5
H -0.67744 0.85397 -2.95140 0.4 0.7 1.2
N 1.58033 1.13149 -1.51348 1.3 2.6 -3.0
N -0.71780 0.71558 -1.91901 -0.7 -0.7 -2.2
S 1.46930 -0.04339 1.12839 -0.2 -0.1 0.2
```
Forces are in eV/Å.

For the LUMO energy, the calculation gives -0.55 eV. Its SMILES is [H]/N=C(\N)C(=S)C(C)C. For the total energy, the calculation gives -704.1808 hartree. For the energy above the lowest of the compared OMol25 structures with the same formula, charge and spin, the calculation gives 112.9 kJ/mol.

Atom charges from the Löwdin analysis, given in e for atoms 1 to 4:
1. C -0.1121
2. C -0.4798
3. C -0.0813
4. C -0.6506

---

No. 3
Computed, not measured: the molecule C2H5N3O3, with wB97M-V/def2-TZVPD.

Structure (XYZ):
```
13
Properties=species:S:1:pos:R:3:forces:R:3
C -0.40272 0.37653 0.01330 -0.2 -2.0 -0.9
C 1.10530 0.50893 -0.11616 1.1 2.0 1.0
H -0.64969 2.36643 0.51649 0.2 -1.0 -0.4
H -2.06482 1.48301 0.42896 -1.3 -0.6 0.1
H -2.60019 -1.56024 -0.50483 -0.2 -0.7 -0.3
H 2.87185 -0.27777 -0.27407 1.7 -0.3 0.2
H 0.86887 -2.08616 -0.18800 -0.1 0.0 0.0
N -1.10512 1.48919 0.23798 1.3 2.0 0.6
N -0.91161 -0.80566 -0.23263 0.8 1.1 0.5
N 1.93909 -0.53100 -0.13161 -2.9 -1.6 0.0
O -2.30008 -0.79883 -0.02723 0.3 1.0 0.2
O 1.67986 1.60607 -0.12297 -1.5 0.0 -0.5
O 1.56928 -1.77051 0.40077 0.8 0.1 -0.3
```
Forces are in eV/Å.

For the LUMO energy, the calculation gives 0.72 eV. Its SMILES is N/C(=N\O)C(=O)NO. For the total energy, the calculation gives -469.1006 hartree. For the energy above the lowest of the compared OMol25 structures with the same formula, charge and spin, the calculation gives 262.9 kJ/mol.

Atom charges from the Löwdin analysis, given in e for atoms 1 to 4:
1. C -0.3105
2. C -0.3956
3. H 0.1282
4. H 0.0820

---

No. 4
Computed, not measured: a structure of composition C19H14Br4IMnN5O2S, with wB97M-V/def2-TZVPD.

Structure (XYZ):
```
47
Properties=species:S:1:pos:R:3:forces:R:3
Mn -0.27678 0.83964 0.06333 0.0 0.1 0.2
C -0.24260 -0.26592 -4.15708 0.0 0.0 0.0
C 0.06336 -0.32056 -2.68779 0.0 -0.2 0.0
N -0.19374 0.75182 -1.92767 0.2 0.4 0.1
N -1.02922 1.73833 -2.46289 -0.2 -0.3 -0.1
C -2.23932 1.89980 -1.88036 0.2 0.2 0.0
N -2.92409 2.99617 -2.23512 -0.1 -0.1 0.0
S -2.84205 0.77763 -0.77330 0.1 0.0 -0.1
C 0.55705 -1.52724 -2.13159 0.0 0.1 -0.1
C 0.69624 -2.70352 -2.91528 0.0 0.0 0.0
C 0.75284 -3.93168 -2.33014 0.0 0.0 0.0
C 0.64823 -4.03628 -0.93219 0.0 -0.1 0.0
C 0.68614 -2.90690 -0.16254 0.0 0.1 -0.1
N 0.79006 -1.68665 -0.75967 0.2 0.0 0.1
H -1.06572 0.41876 -4.34068 0.0 0.0 0.0
H -0.53296 -1.23321 -4.55136 0.0 0.0 0.0
H 0.62469 0.08876 -4.72064 0.0 0.0 0.0
H -0.58734 2.49545 -2.96133 0.0 0.1 0.1
H -2.47282 3.76013 -2.71018 0.0 0.0 0.0
H -3.73661 3.21297 -1.68362 0.0 0.0 0.0
H 0.72114 -2.61860 -3.98931 0.0 0.0 0.0
H 0.84380 -4.82060 -2.93964 0.0 0.0 0.0
H 0.58613 -4.99526 -0.43745 0.0 0.0 0.0
H 0.47847 -2.03611 1.80348 0.0 0.0 0.0
Br -1.74280 3.46433 6.17025 0.0 0.0 0.0
C -1.40796 3.27338 4.32642 0.0 -0.1 0.0
C -1.57085 4.34383 3.45541 0.0 0.0 -0.1
Br -2.14005 6.02576 4.09005 0.0 0.0 0.0
C -1.30912 4.17928 2.08849 0.0 0.1 0.0
Br -1.49930 5.57058 0.82663 0.0 0.0 0.0
C -0.88933 2.95656 1.59968 0.0 0.1 -0.3
O -0.57489 2.72046 0.32305 0.0 -0.1 0.0
C -0.77156 1.87169 2.47913 0.3 -0.5 -0.4
O -0.38287 0.71128 1.90414 -0.2 0.3 0.3
C -0.99800 2.02653 3.82760 -0.1 0.1 0.2
Br -0.75911 0.50789 4.91633 0.0 0.0 0.0
I 2.25999 -5.45733 2.35271 0.0 -0.1 0.0
C 2.06580 -3.46725 1.77220 -0.1 0.0 0.0
C 3.11811 -2.66310 1.72720 0.1 0.3 -0.1
C 3.06089 -1.22903 1.41586 0.2 -0.3 0.1
C 2.18788 -0.42242 0.79157 -0.4 0.1 -0.4
N 1.06569 -0.54137 -0.03531 0.1 -0.2 0.3
C 0.70246 -2.99672 1.33498 0.0 -0.1 0.0
H 4.08388 -3.03643 2.04519 0.0 0.0 0.0
H 3.87375 -0.66819 1.86250 0.0 0.0 0.0
H 2.39594 0.63480 0.92214 0.0 0.0 0.0
H -0.07341 -3.70145 1.62680 0.0 0.0 0.0
```
Forces are in eV/Å.

For the LUMO energy (spin up / spin down), the calculation gives -0.40 / -1.53 eV. Its expectation value of S² is 8.810. For the total energy, the calculation gives -13299.5761 hartree. As for the spin multiplicity: 6.

Atom charges from the Löwdin analysis, given in e for atoms 1 to 4:
1. Mn 0.9093
2. C -0.0118
3. C -0.2345
4. N -0.1064

---

No. 5
Computed, not measured: a cluster of 2 separate species, C2H8N2 in total, with wB97M-V/def2-TZVPD.

Structure (XYZ):
```
12
Properties=species:S:1:pos:R:3:forces:R:3
C -0.84059 2.09428 -0.35073 -0.6 0.3 -0.9
H -0.71258 3.18845 -0.42230 0.0 -0.5 0.0
H -0.72056 1.63897 -1.35990 -0.1 0.3 0.7
H -1.84116 1.87461 0.04669 0.2 0.1 -0.2
H -0.11816 1.67156 0.31454 0.5 -0.2 0.4
N -0.03082 -2.11149 0.81203 -1.2 -0.6 -0.3
C 0.72373 -1.46513 -0.13058 1.3 1.0 1.1
N 1.76067 -0.81463 0.31202 -1.2 0.0 -1.6
H -1.01224 -2.35601 0.66743 0.8 0.2 -0.3
H 0.17527 -1.88392 1.77190 0.2 0.1 -0.1
H 0.43770 -1.55906 -1.19745 -0.1 0.0 0.7
H 2.17875 -0.27763 -0.46366 0.0 -0.6 0.4
```
Forces are in eV/Å.

For the LUMO energy, the calculation gives 0.98 eV. Its SMILES is [H]/N=C/N.C. For the total energy, the calculation gives -190.4941 hartree. For the energy above the lowest of the compared OMol25 structures with the same formula, charge and spin, the calculation gives 12.5 kJ/mol.

Atom charges from the Löwdin analysis, given in e for atoms 1 to 4:
1. C -0.0579
2. H 0.0205
3. H 0.0238
4. H 0.0164

---

No. 6
Computed, not measured: a structure of composition C23H24N5O2V, with wB97M-V/def2-TZVPD.

Structure (XYZ):
```
55
Properties=species:S:1:pos:R:3:forces:R:3
V -0.32665 0.54310 0.11791 -0.1 -0.2 -0.6
C 0.45971 -2.42731 0.39495 0.0 0.0 0.0
C -0.72802 -2.92366 -0.39883 0.0 0.0 0.0
C -1.95784 -2.08406 -0.23541 0.0 0.0 0.0
C -3.23097 -2.62281 -0.34068 0.0 0.1 0.0
C -4.34887 -1.80830 -0.22193 0.0 0.0 0.0
C -4.18639 -0.43975 0.00989 0.0 0.0 0.0
C -2.91034 0.04655 0.12256 -0.1 -0.1 -0.1
N -1.81115 -0.76327 0.00465 -0.1 0.2 0.0
N 1.02924 -1.11597 -0.08308 0.2 -0.2 0.0
C 2.22899 -0.80694 0.75989 0.0 0.1 0.1
C 2.60750 0.60277 0.44705 0.0 0.0 0.0
C 3.88259 1.11848 0.50092 0.0 0.0 0.0
C 4.08424 2.45025 0.14350 0.0 0.0 0.0
C 3.00022 3.22268 -0.26568 0.0 0.0 0.0
C 1.74413 2.65848 -0.28621 0.0 0.0 0.0
N 1.55436 1.36456 0.07071 0.1 0.0 0.0
C 1.51789 -1.24862 -1.51500 0.0 0.1 0.0
C 0.62520 -0.51311 -2.45428 0.0 0.0 0.0
C 0.65344 -0.59043 -3.82996 0.0 0.0 0.0
C -0.14435 0.28447 -4.56664 0.0 0.0 0.0
C -0.96524 1.21048 -3.91728 0.0 -0.1 0.0
C -0.98924 1.20841 -2.54335 0.0 0.0 0.0
N -0.19201 0.36400 -1.84136 0.0 0.1 0.1
H 1.27071 -3.15738 0.32631 0.0 0.0 0.0
H 0.21350 -2.31747 1.45033 0.0 0.0 0.0
H -0.94980 -3.93641 -0.05645 0.0 0.0 0.0
H -0.50178 -3.02807 -1.46520 0.0 0.0 0.0
H -3.33928 -3.68550 -0.52033 0.0 0.0 0.0
H -5.34381 -2.23112 -0.30748 0.0 0.0 0.0
H -5.03263 0.22696 0.11332 0.0 0.0 0.0
H -2.75557 1.10567 0.31804 0.0 0.0 0.0
H 3.02701 -1.51746 0.53547 0.0 0.0 0.0
H 1.96990 -0.93178 1.81114 0.0 0.0 0.0
H 4.71065 0.49095 0.80710 0.0 0.0 0.0
H 5.07965 2.87806 0.17546 0.0 0.0 0.0
H 3.12111 4.25840 -0.55602 0.0 0.0 0.0
H 0.87872 3.24132 -0.57388 0.0 0.0 0.0
H 1.62649 -2.30421 -1.76600 0.0 0.0 0.0
H 2.51333 -0.80518 -1.58513 0.0 0.0 0.0
H 1.30132 -1.30137 -4.32845 0.0 0.0 0.0
H -0.12393 0.24983 -5.65028 0.0 0.0 0.0
H -1.58716 1.90246 -4.47039 0.0 0.0 0.0
H -1.63954 1.87929 -1.98389 0.0 0.0 0.0
O 0.29885 -1.45008 3.62123 0.0 0.0 0.0
C -0.06449 -0.35230 3.47952 0.0 0.0 0.0
C -0.54621 0.74931 4.39461 0.0 0.0 0.0
C -0.89691 1.97201 3.52681 0.0 -0.1 0.1
C -0.58156 1.49362 2.16790 0.0 0.1 0.2
O -0.74088 2.10032 0.99380 -0.1 -0.1 0.1
N -0.11288 0.27939 2.04012 0.1 0.2 0.2
H 0.24646 0.94709 5.12072 0.0 0.0 0.0
H -1.39517 0.36297 4.96378 0.0 0.0 0.0
H -0.29930 2.86320 3.75145 0.0 0.0 0.0
H -1.94322 2.28745 3.59405 0.0 0.0 0.0
```
Forces are in eV/Å.

For the LUMO energy, the calculation gives -16.56 eV. For the total energy, the calculation gives -2257.5499 hartree. The net charge is +4. For the energy above the lowest of the compared OMol25 structures with the same formula, charge and spin, the calculation gives 7.1 kJ/mol.

Atom charges from the Löwdin analysis, given in e for atoms 1 to 4:
1. V 1.2354
2. C -0.1063
3. C -0.0567
4. C -0.1834